Density functional theory data (ωB97M-V with the def2-TZVPD basis set) for a 2-piece molecular cluster, C28H37F8N5O2P overall in a non-equilibrium geometry.

```
81
Properties=species:S:1:pos:R:3:lowdin_charge:R:1
C 1.64 -0.56 4.05 -0.019
C 2.56 -1.48 3.14 -0.293
C 3.60 -2.37 3.95 -0.007
N 2.48 -1.46 1.83 0.040
C 1.60 -2.52 1.25 -0.331
C 0.87 -3.34 2.38 -0.179
N 0.42 -3.82 3.32 0.225
C 0.46 -1.74 0.46 -0.108
C -0.93 -1.66 1.24 -0.071
C -1.78 -0.59 0.43 -0.150
F -1.41 -0.35 -0.90 0.016
C -2.80 0.12 0.95 -0.232
F -3.19 -0.19 2.23 0.097
F -3.45 1.13 0.29 0.093
C 2.54 -3.43 0.34 -0.224
C 3.16 -4.50 1.30 -0.208
N 3.56 -5.33 1.99 0.216
C 1.82 -4.25 -0.81 -0.393
F 1.65 -3.51 -1.99 0.066
F 2.70 -5.29 -1.17 0.044
C 0.48 -4.93 -0.43 -0.082
C 0.57 -6.19 0.36 0.007
C -0.60 -6.96 0.77 -0.020
C -1.96 -6.47 0.42 0.030
C -2.05 -5.23 -0.36 -0.071
C -3.50 -4.77 -0.74 -0.478
F -4.48 -5.48 -0.09 0.101
F -3.70 -4.99 -2.09 0.107
F -3.72 -3.43 -0.42 0.090
C -0.86 -4.47 -0.79 0.044
P 4.05 -2.49 -0.36 0.629
N 3.69 -1.07 -0.94 -0.141
O 4.80 -3.33 -1.58 -0.133
O 5.16 -2.45 0.88 -0.181
H 2.03 -0.53 5.11 0.080
H 1.50 0.46 3.62 0.085
H 0.64 -1.09 4.12 0.084
H 3.26 -3.45 3.95 0.085
H 3.70 -1.94 4.98 0.076
H 4.58 -2.23 3.42 0.080
H 0.78 -0.66 0.36 0.120
H 0.26 -2.10 -0.58 0.094
H -1.52 -2.61 1.19 0.116
H -0.83 -1.23 2.27 0.115
H 1.57 -6.59 0.66 0.109
H -0.57 -7.92 1.33 0.112
H -2.88 -7.03 0.73 0.121
H -0.99 -3.54 -1.39 0.125
H 2.68 -0.93 -0.86 -0.035
H 5.35 -4.06 -1.23 0.093
H 5.05 -1.58 1.31 0.066
C -3.59 7.16 -2.08 -0.096
C -2.45 7.04 -3.08 -0.222
C -1.71 5.70 -3.15 -0.120
N -0.97 5.24 -1.89 -0.242
C -0.03 4.12 -2.35 -0.096
C 0.63 3.38 -1.20 -0.158
C -0.41 2.82 -0.24 -0.192
C -1.30 3.94 0.27 -0.159
C -1.97 4.68 -0.88 -0.097
C -0.17 6.37 -1.32 0.035
H -3.22 7.36 -1.07 0.064
H -4.23 8.00 -2.34 0.086
H -4.22 6.26 -2.06 0.085
H -1.75 7.86 -2.94 0.110
H -2.88 7.19 -4.08 0.125
H -0.95 5.79 -3.93 0.134
H -2.39 4.90 -3.44 0.138
H -0.63 3.43 -2.95 0.145
H 0.73 4.57 -3.00 0.138
H 1.23 2.56 -1.59 0.133
H 1.32 4.03 -0.66 0.119
H 0.08 2.32 0.60 0.123
H -1.02 2.07 -0.75 0.104
H -0.72 4.63 0.89 0.122
H -2.07 3.53 0.92 0.124
H -2.54 5.51 -0.47 0.112
H -2.64 4.01 -1.42 0.146
H -0.85 7.14 -0.96 0.106
H 0.47 6.77 -2.11 0.122
H 0.44 6.01 -0.50 0.099
```

Output
Lowest unoccupied orbital energy, eV: -2.66
Charge: +1
2S+1: 1
E_tot, eV: -72199.8642


Density functional theory data (ωB97M-V with the def2-TZVPD basis set) for C28H37Ge2N4O3PSSeW as an isolated structure in a non-equilibrium geometry.

```
78
Properties=species:S:1:pos:R:3:lowdin_charge:R:1
W 0.94 0.41 1.03 1.077
N -2.00 -7.28 2.11 0.196
C -1.52 -6.06 1.90 -0.256
C -1.89 -5.32 0.74 0.019
C -1.40 -4.07 0.52 -0.024
C -0.52 -3.52 1.47 -0.337
C -0.13 -4.22 2.63 -0.032
C -0.62 -5.47 2.83 0.017
S 0.06 -1.98 1.23 0.699
O 0.79 -1.69 -0.03 -0.357
O -0.92 -0.83 1.30 -0.467
N 1.03 -1.35 2.36 -0.165
C 2.40 -1.61 2.26 -0.484
N 2.95 -0.74 1.41 -0.011
C 4.28 -0.75 1.29 -0.053
C 5.03 -1.68 1.98 0.024
C 4.34 -2.57 2.81 -0.024
N 3.02 -2.53 2.95 0.191
H -2.65 -7.71 1.46 0.134
H -1.75 -7.81 2.92 0.135
H -2.58 -5.77 0.03 0.132
H -1.68 -3.52 -0.36 0.115
H 0.54 -3.76 3.35 0.116
H -0.34 -6.03 3.72 0.134
H 4.72 -0.03 0.62 0.104
H 6.10 -1.72 1.89 0.131
H 4.87 -3.33 3.38 0.139
C 2.10 3.81 -0.83 -0.140
P 2.75 2.23 -1.31 0.664
C 4.48 2.20 -0.88 -0.143
C 2.56 2.02 -3.07 -0.124
O 2.01 1.02 -0.62 -0.615
H 2.57 4.57 -1.47 0.093
H 2.33 4.03 0.21 0.046
H 1.03 3.85 -1.00 0.025
H 4.96 3.09 -1.29 0.089
H 4.97 1.32 -1.30 0.077
H 4.59 2.22 0.21 0.059
H 3.09 2.82 -3.59 0.088
H 1.51 2.08 -3.34 0.062
H 2.97 1.06 -3.38 0.082
C -0.79 4.01 2.35 -0.235
Ge -1.13 2.14 1.95 0.682
C -1.18 1.20 3.67 -0.239
C -2.87 1.75 1.10 -0.226
Ge -0.73 0.98 -0.96 1.120
C -1.33 2.53 -1.88 -0.361
C -1.31 3.84 -1.39 -0.147
C -1.81 4.88 -2.15 -0.031
C -2.32 4.63 -3.42 -0.013
C -2.34 3.34 -3.93 -0.028
C -1.85 2.29 -3.17 -0.087
C -1.43 -0.60 -1.84 -0.365
C -0.66 -1.51 -2.55 -0.116
C -1.28 -2.56 -3.22 -0.053
C -2.66 -2.71 -3.15 -0.047
C -3.43 -1.81 -2.43 -0.047
C -2.82 -0.74 -1.79 -0.107
H -1.61 4.29 3.02 0.054
H -0.79 4.71 1.51 0.017
H 0.14 4.13 2.90 -0.005
H -0.86 1.90 4.44 0.045
H -0.54 0.32 3.73 -0.008
H -2.20 0.89 3.89 0.048
H -3.58 2.18 1.82 0.060
H -3.03 0.67 1.10 0.026
H -3.08 2.19 0.13 0.014
H -0.95 4.04 -0.39 0.057
H -1.81 5.89 -1.75 0.125
H -2.71 5.45 -4.01 0.129
H -2.73 3.15 -4.92 0.126
H -1.88 1.28 -3.57 0.103
H 0.42 -1.42 -2.58 0.103
H -0.68 -3.26 -3.79 0.121
H -3.14 -3.53 -3.68 0.122
H -4.51 -1.91 -2.39 0.122
H -3.44 -0.02 -1.27 0.104
Se 1.92 2.01 2.44 0.519
```

Output
Lowest unoccupied orbital energy (spin up / spin down), eV: -9.76 / -10.40
⟨S²⟩: 0.7739
Charge: +3
2S+1: 2
E_tot, eV: -242042.4293